Entry 1:
47
Properties=species:S:1:pos:R:3 method="wB97M-V/def2-TZVPD" orbital_gap_ev=5.40 total_charge=0
O -2.91 2.20 -2.12
H -4.53 0.56 1.12
C 1.24 -1.46 -2.10
O 5.39 -1.09 1.05
B -2.52 1.75 -0.89
N -0.53 0.14 -1.44
C 1.58 0.26 -0.30
O 0.69 -2.66 -1.57
H -3.67 2.57 2.59
C 1.08 1.33 0.41
O 6.02 0.70 2.08
H -2.85 0.08 1.05
C -2.98 -1.26 -1.70
C -3.33 1.53 2.59
H 1.73 1.80 1.15
H -3.19 -2.30 -1.94
H 0.79 -1.45 1.76
H -1.67 1.12 -3.72
P 2.87 -1.99 1.35
H 3.87 -0.73 -1.01
H -1.66 3.29 0.97
O 0.91 -4.74 -2.06
C -0.63 2.98 1.10
O 3.10 -1.54 2.87
C 0.74 -0.32 -1.26
O 1.24 -2.17 1.30
H 0.06 3.80 0.93
O 3.51 -3.22 0.89
O -2.06 0.24 -3.76
H -2.73 -1.20 -0.64
H 2.38 -1.85 3.43
H -3.95 0.99 3.30
C -0.22 1.81 0.24
H 0.98 -1.34 -3.16
O -3.37 1.92 0.16
H -3.83 -0.61 -1.92
N 6.32 -0.33 1.46
C -3.51 0.93 1.20
P 3.33 -0.20 0.17
H -0.51 2.69 2.15
O 7.49 -0.63 1.22
C -1.03 1.20 -0.69
H -2.30 1.49 2.94
H -3.73 1.82 -2.44
H 2.33 -1.50 -2.05
P -1.49 -0.84 -2.69
N 1.53 -3.78 -1.99

=====

Entry 2:
28
Properties=species:S:1:pos:R:3 method="wB97M-V/def2-TZVPD" orbital_gap_ev="4.70 / 3.07" total_charge=0 e_above_lowest_kcal_mol=222.3
H -3.06 1.21 0.22
H 3.52 -1.75 -0.33
H -1.63 -1.91 4.86
H 3.29 1.67 -1.34
C -1.29 0.16 0.95
H -1.98 -2.85 3.22
C -1.60 -0.63 2.05
H 3.23 -2.41 -1.89
H -1.94 2.89 1.58
H -1.55 1.20 -0.98
H -0.38 -0.34 -2.63
H 4.29 -1.04 -1.80
H 0.31 -2.01 -2.38
C -1.92 1.25 0.20
O -1.62 -1.24 0.79
H 2.53 1.60 -2.88
C 3.38 -1.42 -1.40
C -2.17 -2.03 3.96
H 0.95 -1.01 -3.65
C 0.59 -1.04 -2.68
H -1.86 3.36 0.03
C -1.59 2.66 0.68
Si 1.88 -0.23 -1.60
C 2.38 1.50 -1.83
H -0.53 2.82 0.89
N -1.87 -0.76 3.24
H -3.15 -1.94 4.27
H 1.78 2.28 -1.56

=====

Entry 3:
23
Properties=species:S:1:pos:R:3 method="wB97M-V/def2-TZVPD" orbital_gap_ev=9.58 total_charge=0 e_above_lowest_kcal_mol=50.4
C -0.47 1.31 1.66
H 0.77 2.77 -0.32
H 0.71 -2.38 -1.08
C 0.66 0.52 -0.37
H 0.88 2.02 -2.07
C -0.80 -0.69 -1.07
H -0.61 2.16 -1.11
H 1.23 -0.04 2.89
H 0.50 -1.49 -2.61
H -1.41 1.59 1.12
H 2.25 -0.92 1.75
C 0.39 1.90 -0.97
C 0.59 0.45 1.05
P -1.86 -1.19 0.35
H -0.86 0.73 2.57
H 0.07 2.18 2.07
C 1.37 -0.28 1.79
H -2.25 -2.39 -0.25
H -0.66 -2.71 -2.03
C 0.00 -1.92 -1.74
H -0.79 -1.68 1.02
H 1.56 0.01 -0.85
H -1.27 0.04 -1.81

=====

Entry 4:
100
Properties=species:S:1:pos:R:3 method="wB97M-V/def2-TZVPD" orbital_gap_ev="7.30 / 5.59" total_charge=+1 s_squared=6.0726 e_above_lowest_kcal_mol=0.0 multiplicity=5
H 3.03 -6.98 1.99
H 5.25 -1.53 3.20
H -0.48 -3.90 -2.00
C -1.97 6.04 2.20
N 0.95 -2.25 2.52
H -0.69 -0.68 -4.11
C -0.72 -0.44 4.38
H 1.63 -3.38 -3.10
H -2.99 -1.96 1.78
H 1.31 5.48 1.47
H 4.15 -2.79 2.61
H -0.92 1.31 -4.82
C 1.86 -0.27 1.33
N 1.16 -3.37 -0.06
C 0.98 -1.31 -2.86
H -1.32 -1.33 4.60
C -2.55 5.11 1.35
C 0.73 -2.17 0.05
H -3.63 5.01 1.29
P -0.97 -0.63 1.55
O 0.07 2.06 -0.02
O -1.88 2.51 -1.95
H -1.61 -2.64 2.69
H -5.59 1.81 -3.52
C -1.79 1.96 -4.89
O -2.87 1.50 0.30
H -4.94 2.80 -4.85
H -1.02 3.04 -2.03
H -0.59 2.14 2.09
H -0.80 0.24 5.24
H -4.73 -0.66 -5.24
C -3.93 -0.02 -5.59
H -2.99 1.09 4.13
O 2.04 3.53 0.09
C -4.73 2.35 -3.89
S -3.10 -0.33 -2.54
H 5.50 -1.49 0.05
H 1.30 -3.94 4.49
H 2.37 -6.16 4.24
As -3.33 1.09 -4.14
C 2.06 -2.39 -2.92
H 5.51 1.12 1.78
H 4.36 -0.50 -0.89
C -1.75 4.31 0.55
C 1.34 -3.50 2.37
C -1.17 -3.07 -1.85
C 2.53 -6.02 2.08
H -2.03 2.13 -5.94
C 2.24 -5.28 0.95
C -0.35 4.46 0.60
H 2.25 0.32 -3.50
C -0.59 6.18 2.25
H -3.11 -0.63 -5.95
C 1.57 -4.33 3.52
C -2.77 0.47 3.26
Si 3.74 -0.59 1.51
C 0.23 5.39 1.44
C 2.16 -5.54 3.37
C 0.79 -1.40 1.36
S 0.68 3.38 -0.35
C 1.62 0.07 -2.64
H -4.45 3.10 -3.15
H 0.42 1.72 3.48
H -0.15 -2.33 -4.42
H 4.00 1.83 1.18
C -1.24 0.32 3.16
H -4.30 0.63 -6.38
C 0.18 -1.32 -4.16
H 2.72 -2.14 -3.75
H 1.73 0.29 0.40
H 0.83 -0.97 -4.97
H -0.14 6.91 2.91
H 3.57 -1.58 3.78
P -0.22 -1.59 -1.43
C 1.62 -4.05 1.07
H -3.27 -0.49 3.41
H 2.47 -5.66 -0.05
H -1.76 -2.88 -2.74
H 4.16 1.41 2.89
H 2.65 -2.43 -2.01
H -2.59 6.66 2.83
H 0.88 0.87 -2.54
H -3.19 0.95 2.38
H 1.64 0.46 2.12
C 4.42 1.10 1.87
H 3.93 -2.16 -0.41
C 4.21 -1.73 2.90
O -4.19 3.66 -0.92
H -1.85 -3.32 -1.03
C -0.60 1.73 3.09
H 2.26 0.09 -1.75
H -1.61 2.90 -4.39
H -1.71 -2.85 0.94
C 4.44 -1.25 -0.08
H -1.19 2.40 3.73
As -2.76 3.03 -0.48
C -1.92 -2.17 1.76
O 0.44 3.71 -1.76
H 0.32 -0.74 4.28
Pd -1.26 0.46 -0.76

=====

Entry 5:
14
Properties=species:S:1:pos:R:3 method="wB97M-V/def2-TZVPD" orbital_gap_ev=9.07 total_charge=0 e_above_lowest_kcal_mol=16.9 smiles=CNc1cc[nH]n1
C 0.74 0.70 -0.28
H -1.56 -1.67 0.11
N -1.20 -0.87 -0.40
H -2.89 0.28 0.20
N 0.92 -1.41 0.55
N 2.02 -0.67 0.82
H -2.41 0.47 -1.51
C 1.93 0.60 0.37
H 2.79 -1.10 1.30
C -2.04 0.31 -0.49
H 2.69 1.34 0.56
C 0.12 -0.57 -0.08
H -1.43 1.15 -0.21
H 0.43 1.51 -0.93